(1)
{"formula": "C11H14NOPS", "method": "ωB97M-V/def2-TZVPD", "species": ["C", "C", "O", "P", "S", "C", "C", "C", "C", "C", "C", "C", "C", "C", "N", "H", "H", "H", "H", "H", "H", "H", "H", "H", "H", "H", "H", "H", "H"], "positions_angstrom": [[-1.91232, -0.77836, 1.56802], [-1.82518, -1.70472, 0.41836], [-0.51045, -1.59357, -0.23981], [-0.45024, -0.47711, -1.33890], [-1.95953, -0.28032, -2.53876], [0.10280, 0.95451, -0.47186], [-0.34271, 2.18279, -1.01377], [-0.06308, 3.35974, -0.38486], [0.49734, 3.36265, 0.89817], [0.83999, 2.13632, 1.45515], [0.72937, 0.88549, 0.75083], [0.94422, -1.16201, -2.38626], [2.20146, -1.56475, -1.58085], [1.21926, 0.08540, -3.11097], [1.46465, 0.97826, -3.78573], [-1.00872, -0.89989, 2.28730], [-1.81929, 0.33423, 1.25732], [-2.81420, -0.98713, 1.95301], [-2.48269, -1.51806, -0.49007], [-1.69549, -2.77852, 0.57907], [-0.76495, 2.06656, -1.97208], [-0.08559, 4.36663, -0.81980], [0.41817, 4.26163, 1.53788], [1.04630, 1.99019, 2.51810], [1.22994, -0.02731, 0.94594], [0.47716, -1.90523, -2.98048], [1.99355, -2.54656, -1.17857], [2.38335, -0.90137, -0.82469], [3.16469, -1.61680, -2.16335]], "atomic_forces_ev_per_a": [[4.4, 2.3, -0.7], [1.4, -1.0, -2.6], [0.2, 0.0, 0.4], [0.7, -1.1, -1.7], [-0.1, 0.2, 0.3], [-0.8, 1.3, -0.3], [1.1, -0.8, 0.5], [1.0, 1.6, 0.2], [-1.0, -1.2, 1.0], [-0.1, -1.8, 0.7], [0.2, 2.8, -0.9], [0.8, 2.6, 1.7], [0.0, -2.0, -2.5], [0.3, -1.2, -1.3], [0.1, 0.6, 0.1], [-1.8, -0.2, -1.0], [-0.6, -1.9, 0.3], [-3.2, -0.3, 2.3], [-0.2, -0.3, 1.8], [-1.3, 0.1, 0.9], [-0.7, 0.6, -1.0], [-0.9, -0.6, -0.3], [0.6, -0.5, -0.6], [0.5, 0.6, -0.3], [0.1, -0.7, 1.3], [-0.1, -0.7, -0.8], [0.2, -0.2, 0.3], [0.3, 1.7, 2.1], [-1.2, 0.0, 0.2]], "gap_ha": 0.3394, "lumo_energy_ev": 0.3, "multiplicity": 1, "de_lowest_kj_mol": 160.5, "smiles": "CCO[P@@](=S)(c1ccccc1)[C@H](C)C#N"}

(2)
{"formula": "C11H14O2", "method": "ωB97M-V/def2-TZVPD", "species": ["C", "C", "C", "C", "C", "C", "C", "C", "C", "C", "C", "H", "H", "H", "H", "H", "H", "H", "H", "H", "H", "H", "H", "H", "H", "O", "O"], "positions_angstrom": [[-0.69636, -0.31295, 2.77859], [0.32573, 0.60432, 2.06744], [0.07435, 1.99798, 2.78506], [0.36030, 0.17174, 0.70627], [-0.31837, 0.79481, -0.24689], [-0.36491, 0.40279, -1.61557], [-0.74752, 0.16402, -3.90762], [0.04763, -1.01781, -3.45864], [0.49147, -0.63522, -2.01083], [1.11791, -1.42633, -1.03086], [1.07558, -1.04891, 0.30964], [-1.83939, 0.36019, 2.93994], [-0.99690, -1.35761, 2.13271], [-0.29608, -0.64193, 3.95120], [1.34953, 0.38656, 2.64462], [-1.01839, 2.19610, 2.42038], [0.27192, 2.05769, 3.86767], [0.66136, 2.90463, 2.37120], [-1.09468, 1.62710, 0.00341], [-0.02434, 0.75663, -4.39939], [-1.68476, -0.11314, -4.41642], [-0.78173, -1.79582, -3.39039], [0.87840, -1.16948, -4.24437], [1.79928, -2.23692, -1.23293], [0.78464, -1.73413, 2.35905], [-1.04021, 0.97543, -2.67147], [1.66556, -1.90974, 1.28817]], "atomic_forces_ev_per_a": [[-2.8, -1.7, 2.4], [2.4, -0.4, 6.5], [-1.3, 2.0, -3.8], [2.5, -2.2, -1.5], [-4.4, 3.4, -3.1], [2.1, -0.8, -0.1], [0.1, 1.1, 2.0], [0.1, -1.3, 0.2], [-1.8, -0.6, -0.4], [0.6, 0.9, 0.8], [-0.3, 0.2, 1.4], [3.4, -2.4, -0.5], [0.8, 2.8, 1.8], [-1.4, 0.9, -3.3], [-1.6, -0.3, -1.8], [1.6, 0.3, 1.5], [-0.6, -0.8, -0.5], [-0.6, -1.7, 0.3], [1.8, -1.2, -0.2], [-0.1, 1.2, -1.4], [0.5, 0.7, 0.1], [1.9, -0.1, -0.1], [-1.3, -0.5, 1.5], [-0.3, -0.4, -0.4], [3.7, -0.8, -4.4], [-0.6, -0.7, 0.3], [-4.3, 2.2, 2.9]], "gap_ha": 0.2951, "lumo_energy_ev": 0.4, "multiplicity": 1, "de_lowest_kj_mol": 620.4}